ORCA calculation (ωB97M-V with the def2-TZVPD basis set) on the molecule C2H4N2S.

maximum force	1.8	eV/A
frontier orbital gap	8.607	eV
HOMO	-8.3649	eV
SMILES	C=NNC=S

Each line ends with the Löwdin charge.
Cartesian coordinates (Å):
C: -2.54 -0.41 0.06  -0.02
N: -1.28 -0.42 -0.05  -0.02
N: -0.56 0.74 -0.07  -0.12
C: 0.77 0.79 0.04  -0.74
S: 1.85 -0.45 0.00  0.58
H: -3.04 0.55 -0.04  0.07
H: -3.10 -1.32 0.11  0.07
H: -1.05 1.62 0.06  0.14
H: 1.01 1.81 0.13  0.05

ORCA calculation (ωB97M-V with the def2-TZVPD basis set) on a 2-piece molecular cluster, C2H4N2S overall.

maximum force	4.2	eV/A
frontier orbital gap (spin up / spin down)	7.338 / 7.340	eV
HOMO (spin up / spin down)	-8.2233 / -8.2240	eV

Each line ends with the Löwdin charge.
Cartesian coordinates (Å):
C: 1.50 1.52 0.24  -0.17
C: -1.56 -0.46 -0.37  -0.28
N: 2.51 0.93 0.14  0.03
N: -0.38 -1.02 0.21  -0.54
S: 0.18 -0.30 1.50  0.65
H: -2.58 -0.70 0.15  0.12
H: -1.46 0.52 -0.66  0.02
H: -1.64 -0.94 -1.35  0.06
H: 3.43 0.46 0.16  0.12

ORCA calculation (ωB97M-V with the def2-TZVPD basis set) on a 2-piece molecular cluster, C2H4N2S overall.

maximum force	2.8	eV/A
frontier orbital gap (spin up / spin down)	6.203 / 8.400	eV
HOMO (spin up / spin down)	-9.0450 / -10.4502	eV

Each line ends with the Löwdin charge.
Cartesian coordinates (Å):
C: -1.37 0.94 -2.47  -0.24
C: 0.36 0.32 0.84  -0.32
N: -2.09 1.80 -2.68  -0.09
N: -0.32 -1.12 -1.19  -0.33
S: 1.03 -0.56 -0.60  0.87
H: 0.99 1.16 1.06  0.04
H: 0.33 -0.36 1.69  0.04
H: -0.64 0.64 0.57  0.04
H: -0.18 -1.60 -2.07  0.00

ORCA calculation (ωB97M-V with the def2-TZVPD basis set) on the molecule C2H4N2S.

maximum force	5.5	eV/A
frontier orbital gap	9.107	eV
HOMO	-8.4968	eV
SMILES	C1NN2S[C@@H]12

Each line ends with the Löwdin charge.
Cartesian coordinates (Å):
C: 0.79 -0.35 -0.23  -0.12
N: 0.37 1.13 -0.14  -0.11
N: -0.72 0.88 0.53  -0.35
S: -1.88 -0.31 -0.35  0.76
C: -0.52 -0.50 0.79  -0.54
H: 1.82 -0.70 -0.02  0.09
H: 0.49 -0.69 -1.24  0.06
H: 0.20 1.52 -1.06  0.11
H: -0.55 -0.99 1.72  0.08

ORCA calculation (ωB97M-V with the def2-TZVPD basis set) on the molecule C2H4N2S.

maximum force	4.2	eV/A
frontier orbital gap	9.931	eV
HOMO	-9.3565	eV
SMILES	CSNC#N

Each line ends with the Löwdin charge.
Cartesian coordinates (Å):
C: -0.79 -0.10 0.41  -0.40
S: 0.57 -1.25 0.25  0.85
N: 1.74 -0.42 -0.49  -0.43
C: 2.93 0.07 -0.06  -0.37
N: 3.90 0.60 0.28  0.13
H: -1.17 -0.42 1.40  0.03
H: -1.54 -0.05 -0.43  0.06
H: -0.29 0.85 0.39  0.02
H: 1.79 -0.24 -1.48  0.10

ORCA calculation (ωB97M-V with the def2-TZVPD basis set) on the molecule C2H4N2S2.

maximum force	2.2	eV/A
frontier orbital gap	7.395	eV
HOMO	-8.0108	eV
SMILES	NN(C=S)C=S

Each line ends with the Löwdin charge.
Cartesian coordinates (Å):
N: -0.92 -0.71 0.88  0.05
N: 0.02 -0.01 0.07  -0.29
C: 0.59 1.07 0.75  -0.68
S: 1.84 2.02 0.31  0.63
C: 0.20 -0.41 -1.29  -0.66
S: 1.24 0.16 -2.39  0.65
H: -0.72 -1.69 0.93  0.08
H: -1.84 -0.47 0.50  0.11
H: 0.11 1.22 1.71  0.05
H: -0.52 -1.18 -1.47  0.05

ORCA calculation (ωB97M-V with the def2-TZVPD basis set) on the molecule C2H4N2S2.

maximum force	2.9	eV/A
frontier orbital gap (spin up / spin down)	7.289 / 7.907	eV
HOMO (spin up / spin down)	-8.3762 / -8.5090	eV

Each line ends with the Löwdin charge.
Cartesian coordinates (Å):
C: 0.11 -0.69 -0.73  -0.26
C: -0.83 0.02 0.20  -0.29
N: -0.11 -1.82 -1.29  -0.55
N: 0.98 1.71 1.06  -0.44
S: 0.34 -3.07 -2.19  0.60
S: -0.50 1.99 0.61  0.78
H: 1.23 -0.42 -0.70  0.13
H: -1.86 -0.02 0.07  0.04
H: -0.62 -0.11 1.23  0.02
H: 1.27 2.41 1.74  -0.02

ORCA calculation (ωB97M-V with the def2-TZVPD basis set) on the molecule C2H4N2S2.

maximum force	6.0	eV/A
frontier orbital gap	7.164	eV
HOMO	-7.7749	eV
SMILES	NN(C=S)C=S

Each line ends with the Löwdin charge.
Cartesian coordinates (Å):
N: 0.85 0.74 -2.12  -0.01
N: 0.23 0.31 -1.03  -0.40
C: -0.62 1.18 -0.29  -0.56
S: -0.76 1.13 1.43  0.53
C: 0.48 -1.11 -0.68  -0.64
S: 0.25 -1.69 0.80  0.65
H: 0.07 0.44 -2.94  0.18
H: 1.80 0.33 -2.21  0.11
H: -1.09 2.01 -0.84  0.06
H: 0.67 -1.46 -1.72  0.07

How do the records compare in relative energy (zero: lowest compared OMol25 entry of this formula, charge and spin)? In the order shown, they have 144.0; 347.9; 424.3; 354.5; 122.5; 238.3; 450.1; 397.7 kJ/mol.
How do the records compare in total energy? In the order shown, they have -15952.3908; -15950.2769; -15949.4855; -15950.2086; -15952.6131; -26787.5446; -26785.3494; -26785.8926 eV.